1.
Here is the molecule C16H17N5O4S in a non-equilibrium geometry from the OMol25 dataset. Energies are from ωB97M-V with the def2-TZVPD basis set.

Each line ends with the Löwdin charge.
Atoms and positions in Å:
S: 4.41 -1.55 -2.65  0.691
O: 4.98 -2.78 -3.24  -0.355
O: 4.64 -0.38 -3.52  -0.335
O: -1.68 -2.18 -0.17  0.016
O: -1.88 2.68 1.93  0.058
N: -1.82 0.60 0.99  0.143
N: 0.95 0.85 0.78  0.159
N: -5.40 0.46 0.37  -0.174
N: -3.44 -3.26 -0.76  0.148
N: -5.01 -0.77 -0.13  0.124
C: 5.15 -1.35 -1.04  -0.232
C: 2.16 -0.86 -1.09  -0.020
C: 0.95 2.88 2.09  0.008
C: -6.80 0.89 0.49  -0.013
C: -3.71 -0.87 0.09  -0.139
C: -1.21 1.75 1.50  -0.387
C: -4.28 1.19 0.78  0.007
C: 4.52 -0.16 -0.27  -0.166
C: 2.27 0.88 0.69  -0.236
C: -3.18 0.37 0.69  -0.134
C: 0.27 1.81 1.47  -0.151
C: 2.96 -0.09 -0.23  -0.124
C: 2.98 1.88 1.34  -0.007
C: -2.90 -2.09 -0.29  -0.459
C: 2.35 2.91 2.09  -0.021
C: 2.65 -1.76 -2.25  -0.200
H: -7.43 0.16 0.03  0.077
H: -1.16 -0.12 0.70  0.116
H: 1.07 -0.81 -0.98  0.105
H: 4.04 1.90 1.24  0.089
H: -4.43 -3.32 -0.89  0.084
H: 6.23 -1.19 -1.19  0.119
H: -2.83 -4.06 -0.93  0.128
H: 2.11 -1.53 -3.17  0.105
H: 5.02 -2.30 -0.54  0.107
H: -4.29 2.18 1.17  0.114
H: 2.95 3.70 2.59  0.118
H: 4.90 0.81 -0.67  0.125
H: -7.09 1.01 1.56  0.095
H: 4.93 -0.18 0.74  0.110
H: 2.47 -2.81 -1.97  0.111
H: -6.89 1.85 -0.02  0.087
H: 0.47 3.67 2.65  0.110

LUMO level: -0.085 eV
SMILES: Cn1cc(NC(=O)c2cccc(C3=CCS(=O)(=O)CC3)n2)c(C(N)=O)n1

---

2.
Here is the molecule C5H8N2O in a non-equilibrium geometry from the OMol25 dataset. Energies are from ωB97M-V with the def2-TZVPD basis set.

Each line ends with the Löwdin charge.
Atoms and positions in Å:
O: 1.39 -0.32 -0.42  -0.194
N: 0.09 -0.26 0.07  0.025
N: -3.22 -1.43 -0.68  0.170
C: -0.65 0.95 -0.10  -0.339
C: 1.94 -1.64 -0.42  -0.066
C: -2.28 -0.84 -0.96  -0.253
C: -1.19 -0.03 -1.14  -0.090
C: -1.57 1.26 1.08  -0.040
H: -0.02 1.82 -0.33  0.150
H: 2.25 -1.79 0.70  0.127
H: 2.64 -1.46 -1.16  0.049
H: -2.47 1.78 0.70  0.093
H: -1.06 2.06 1.83  0.134
H: -1.70 0.43 1.58  0.009
H: 1.27 -2.47 -0.81  0.101
H: -0.73 0.02 -2.11  0.125

ΔE to the lowest compared entry with this formula, charge and spin: 513.41 kJ/mol
LUMO level: 0.812 eV
SMILES: CON1[C@H](C)[C@@H]1C#N

---

3.
Here is the molecule C22H23N3O5S in a non-equilibrium geometry from the OMol25 dataset. Energies are from ωB97M-V with the def2-TZVPD basis set.

Each line ends with the Löwdin charge.
Atoms and positions in Å:
S: -3.69 1.77 0.82  0.708
O: -1.10 0.08 2.10  0.053
O: -4.62 1.22 -0.14  -0.312
O: -4.03 3.01 1.45  -0.308
O: 1.83 1.84 -1.23  -0.079
O: 2.23 1.07 1.97  0.065
N: 1.50 -0.99 1.46  -0.023
N: 0.99 -2.40 -0.77  -0.063
N: -0.78 -2.32 -2.19  0.108
C: -3.47 0.50 2.17  -0.103
C: -0.24 1.48 3.60  0.029
C: 0.82 -1.82 -4.39  -0.079
C: -2.06 1.89 0.10  -0.296
C: 0.01 -2.51 0.29  -0.121
C: 0.13 2.88 0.17  0.009
C: 2.36 -2.40 -0.34  -0.121
C: 1.39 -1.97 -3.15  -0.018
C: -1.65 1.56 3.67  0.010
C: 0.65 -2.14 1.63  -0.113
C: 2.64 -1.20 0.58  -0.091
C: 2.82 2.71 -0.69  -0.073
C: 0.57 1.93 -0.76  -0.264
C: -0.34 1.00 -1.28  0.025
C: 1.35 0.23 2.01  -0.388
C: -1.19 2.85 0.59  -0.049
C: 0.55 -2.22 -2.05  -0.312
C: -1.64 0.96 -0.83  -0.044
C: 0.05 0.56 2.63  -0.169
C: -2.13 0.70 2.72  -0.326
C: -1.31 -2.16 -3.39  -0.151
C: -0.57 -1.91 -4.53  -0.085
H: -1.04 -1.79 -5.49  0.095
H: 2.78 -0.29 0.00  0.119
H: -2.23 2.19 4.32  0.122
H: 2.57 -3.34 0.19  0.126
H: 0.48 2.02 4.19  0.122
H: 2.59 3.75 -0.90  0.096
H: 2.92 2.55 0.39  0.077
H: 1.26 -2.97 2.01  0.129
H: 0.80 3.61 0.57  0.117
H: 3.75 2.44 -1.19  0.096
H: 0.02 0.29 -2.01  0.106
H: 3.03 -2.35 -1.20  0.112
H: -0.12 -1.93 2.37  0.125
H: -2.34 0.23 -1.21  0.117
H: 2.46 -1.88 -3.04  0.095
H: -3.59 -0.47 1.70  0.112
H: 1.44 -1.62 -5.25  0.106
H: 3.55 -1.37 1.17  0.134
H: -1.56 3.57 1.31  0.121
H: -4.26 0.70 2.89  0.116
H: -0.40 -3.52 0.33  0.129
H: -2.39 -2.24 -3.43  0.107
H: -0.81 -1.82 0.06  0.103

ΔE to the lowest compared entry with this formula, charge and spin: 259.59 kJ/mol
LUMO level: 0.543 eV
SMILES: COc1ccc(S(=O)(=O)Cc2ccc(C(=O)N3CCN(c4ccccn4)CC3)o2)cc1

---

Q: The highest LUMO level belongs to which entry?
A: C5H8N2O